Density functional theory data (the ωB97M-V functional and the def2-TZVPD basis) for a structure of composition C33H50B2N6O2Tc.

LUMO level (spin up / spin down) (Eh): -0.2848 / -0.2740
2S+1: 2
HOMO (spin up / spin down) (Eh): -0.5067 / -0.5063
Total charge: +2
DFT total energy (eV): -51609.56532

Each line ends with the Mulliken charge.
Cartesian coordinates (Å):
1 Tc -0.00312 0.59341 -1.27130  -0.74
2 O 0.77266 3.59034 -1.50004  -0.40
3 O -1.46313 3.40247 -0.94135  0.04
4 N 1.45108 -0.79442 -1.37168  0.66
5 N 1.29380 -1.90562 -0.57440  0.28
6 N 0.06872 -0.77784 1.26664  0.31
7 N 0.10517 0.49496 0.69541  0.43
8 N -1.39756 -0.69457 -1.32791  0.70
9 N -1.33075 -1.80097 -0.50574  0.27
10 C 3.25562 -2.04301 -1.61378  -1.78
11 C 1.79483 -5.12939 -0.46722  -1.48
12 C -2.91839 0.28272 -3.05054  0.26
13 C -0.91579 3.53758 2.25824  -1.56
14 C -3.86330 1.34391 -2.47741  -1.33
15 C -1.65723 0.88978 -3.63782  -1.66
16 C 0.19634 0.65572 2.93087  -0.78
17 C -1.11297 4.76801 -1.03346  0.43
18 C 0.84184 6.09241 -1.50290  -1.14
19 C -2.57988 -0.75125 -2.03314  -0.46
20 C 1.97042 1.30326 -2.87701  -0.39
21 C 0.03643 7.21410 -1.29945  -0.60
22 C -1.92950 5.85281 -0.83820  -1.12
23 C 2.39016 -2.67775 -0.73077  0.82
24 C -1.31349 7.09743 -0.97696  -0.65
25 C -3.27144 -1.84304 -1.59592  -1.62
26 C -2.86393 -3.73971 0.09285  0.05
27 C -2.46406 -2.49895 -0.65496  0.92
28 C 0.21673 4.87942 -1.35503  0.94
29 C 3.09626 0.29225 -2.81503  0.55
30 C 2.73613 -3.81554 1.49075  -1.37
31 C -1.17074 -1.74102 4.43883  -1.59
32 C 2.68907 -3.97494 -0.02756  0.14
33 C 0.21502 1.37477 1.76845  -0.15
34 C -2.05124 -4.97159 -0.29475  -1.36
35 C 0.35269 2.86309 1.72910  1.65
36 C 0.10802 -0.68961 2.59368  -0.25
37 C 2.65565 -0.86150 -1.97763  -0.40
38 C 4.35778 0.93463 -2.23071  -1.52
39 C 1.34558 -1.87373 4.38786  -1.60
40 C 0.06781 -1.84768 3.54529  1.02
41 C -2.90334 -3.51048 1.60287  -1.41
42 C 1.57959 3.30397 2.53386  -1.63
43 B -0.28604 2.75672 -1.17153  1.54
44 B 0.00280 -1.99165 0.31912  1.16
45 H -0.94172 0.11975 -3.94676  0.33
46 H -1.98882 -5.10201 -1.37451  0.37
47 H -3.43303 -0.25034 -3.85589  0.58
48 H -1.11882 -0.85108 5.06730  0.38
49 H 0.47386 8.19712 -1.39952  0.44
50 H 4.67402 1.77503 -2.84676  0.44
51 H 1.04451 0.87638 -3.30337  -0.55
52 H -3.46795 -2.61521 1.86397  0.41
53 H 1.69180 4.38515 2.45954  0.46
54 H -1.22663 -2.60670 5.09762  0.45
55 H 3.70674 -4.20605 -0.35496  0.64
56 H -2.52134 -5.86049 0.12341  0.48
57 H 3.32345 -0.06962 -3.82252  0.56
58 H -1.19222 1.60801 -2.93399  0.13
59 H 2.18200 2.18291 -3.48455  0.61
60 H 2.49815 2.83996 2.17458  0.37
61 H 1.83627 1.75479 -1.87195  0.22
62 H 4.17212 1.29861 -1.21828  0.33
63 H -4.79787 0.90327 -2.13531  0.45
64 H 4.21709 -2.41332 -1.92473  0.56
65 H 1.74273 -3.66685 1.90686  0.09
66 H -1.90260 7.99151 -0.83113  0.45
67 H 3.14597 -4.71974 1.93982  0.49
68 H -3.39923 1.86118 -1.63453  0.19
69 H 1.88798 6.17397 -1.75897  0.52
70 H 2.24282 -1.91196 3.77255  0.30
71 H -4.24056 -2.17069 -1.93153  0.60
72 H 0.79350 -5.02143 -0.05882  0.13
73 H -1.80084 3.25176 1.69071  0.27
74 H -2.09204 -1.69257 3.86043  0.31
75 H 1.72136 -5.20353 -1.55161  0.41
76 H -3.89339 -3.91001 -0.23464  0.64
77 H 3.36810 -2.97915 1.78991  0.39
78 H 1.40745 -0.98885 5.02249  0.39
79 H 5.17947 0.22192 -2.18542  0.44
80 H -0.04005 -3.01988 0.89677  -0.49
81 H -0.80502 4.62017 2.19607  0.42
82 H 1.34104 -2.74659 5.03949  0.45
83 H 0.52748 3.17946 0.71121  -0.72
84 H -1.04385 -4.91241 0.10677  0.04
85 H 2.20183 -6.06776 -0.09294  0.49
86 H -1.08231 3.27612 3.30379  0.45
87 H 0.00623 -2.76899 2.96822  -0.29
88 H -1.86453 1.48635 -4.52612  0.57
89 H -4.09490 2.08529 -3.24108  0.41
90 H -3.38675 -4.36011 2.08366  0.49
91 H 1.46273 3.05407 3.58862  0.35
92 H -2.97562 5.75080 -0.58963  0.55
93 H 0.25865 1.05613 3.92775  0.73
94 H -1.90154 -3.42385 2.01830  0.11

Density functional theory data (the ωB97M-V functional and the def2-TZVPD basis) for a structure of composition C33H50BrGeN2OsP2.

LUMO level (Eh): -0.0945
HOMO (Eh): -0.3470
Total charge: +1
DFT total energy (eV): -185612.10766

Each line ends with the Mulliken charge.
Cartesian coordinates (Å):
1 Os 0.05685 -0.27843 0.90087  -0.55
2 Br 0.14986 2.60144 7.04263  -0.11
3 Ge 2.60183 -0.75917 1.39887  1.26
4 P 1.31965 0.98895 -1.71715  1.04
5 P -2.26455 -0.50591 0.95790  0.29
6 N -0.29026 -1.29915 -0.94380  0.29
7 N 0.20289 0.68597 2.79232  0.85
8 C -3.26664 1.41062 2.67072  -1.48
9 C 0.35974 2.00582 2.97027  -0.51
10 C -1.55399 -1.51375 -1.44281  -0.09
11 C -1.27546 -2.78459 1.92070  -1.62
12 C -2.48659 -1.87200 2.17005  0.67
13 C -0.00519 0.46791 5.17665  -1.00
14 C 0.16962 1.83323 5.33602  -0.34
15 C -3.80246 -2.62673 2.10049  -1.61
16 C 2.56586 -1.98738 2.94132  -1.46
17 C 0.35934 2.61609 4.21237  -0.69
18 C 2.71345 2.35487 -3.74187  -1.84
19 C 1.01448 -3.00197 -2.11814  -0.38
20 C -3.12337 -2.17617 -3.17039  -1.01
21 C 1.64392 -0.68816 -2.26480  0.25
22 C -3.97400 -1.35406 -1.10394  -0.48
23 C -0.47565 1.23376 -3.89790  -1.64
24 C -2.66651 -1.17459 -0.64722  0.14
25 C 3.64248 0.80066 1.99416  -1.27
26 C 0.77899 -1.66921 -1.77145  -0.54
27 C -0.53908 3.02681 -2.09610  -1.61
28 C 2.06498 -3.33936 -2.95243  -0.91
29 C 2.74032 2.01395 -2.24922  0.86
30 C -0.27746 1.55611 -2.41920  2.51
31 C 2.71101 -1.03716 -3.09307  -0.80
32 C 1.14205 0.99242 0.07989  -0.75
33 C -1.82403 -2.00975 -2.73817  -0.51
34 C 2.91541 -2.35706 -3.44742  -0.95
35 C -3.50777 0.78178 1.29708  0.58
36 C -4.21586 -1.85822 -2.36384  -0.91
37 C 3.72340 -1.67153 0.07756  -1.43
38 C 0.02558 -0.05565 3.90080  -0.38
39 C 2.92536 3.27734 -1.40278  -1.38
40 C -3.43897 1.84129 0.19541  -1.40
41 H 1.63497 1.84735 0.54364  1.18
42 H -4.48534 0.28756 1.28859  0.83
43 H 3.74006 -2.62226 -4.09399  0.44
44 H 0.06663 1.92184 -4.54505  0.37
45 H 2.23243 -4.37625 -3.21267  0.43
46 H -3.83906 -3.37912 2.89052  0.49
47 H -4.66190 -1.96757 2.23714  0.38
48 H -1.32437 -3.22717 0.92409  0.26
49 H 0.45866 2.59800 2.07637  0.48
50 H 3.56879 -2.38336 3.11395  0.56
51 H 1.89354 -2.82735 2.76700  0.36
52 H 0.35097 -3.76173 -1.72438  0.52
53 H 2.49201 1.49564 -4.37308  0.40
54 H 3.69002 2.74391 -4.03180  0.49
55 H 0.49008 3.68548 4.28861  0.53
56 H -0.30683 -2.24547 1.98578  0.19
57 H 1.97717 3.13044 -3.95192  0.34
58 H 4.01692 1.38751 1.15623  0.31
59 H 4.14644 -0.98695 -0.65621  0.34
60 H -2.42780 2.26321 0.15957  0.17
61 H -3.68302 1.43247 -0.78421  0.23
62 H -3.29223 -2.56249 -4.16778  0.43
63 H -0.15271 -0.18355 6.02567  0.50
64 H -0.17081 0.21464 -4.13524  0.33
65 H 4.50250 0.44438 2.56241  0.51
66 H -4.80212 -1.07856 -0.46050  0.41
67 H -0.09189 -1.11856 3.75094  0.72
68 H 3.39341 -0.28465 -3.46433  0.38
69 H 2.25308 -1.46499 3.84301  0.37
70 H 3.59702 1.35867 -2.05306  0.58
71 H -4.12963 2.65732 0.41295  0.56
72 H -1.56556 3.27606 -2.36995  0.42
73 H 3.78906 3.82593 -1.77964  0.52
74 H 2.06221 3.94072 -1.46198  0.26
75 H -2.37707 -1.41615 3.16019  0.40
76 H 0.11682 3.68757 -2.66344  0.39
77 H -2.34001 1.98596 2.64704  0.25
78 H 3.19258 -2.46010 -0.44883  0.33
79 H 3.11403 3.05049 -0.35614  0.21
80 H -3.90750 -3.13454 1.14119  0.30
81 H -1.22227 -3.58963 2.65537  0.49
82 H 3.06567 1.45437 2.65020  0.33
83 H -3.20180 0.67831 3.47996  0.34
84 H -1.53771 1.32236 -4.12967  0.44
85 H -0.98302 0.94940 -1.84118  -1.15
86 H -0.41469 3.23974 -1.03274  0.27
87 H -5.22549 -1.99447 -2.72367  0.49
88 H -1.01280 -2.26421 -3.40421  0.46
89 H 4.54497 -2.12161 0.63790  0.57
90 H -4.07363 2.10238 2.91296  0.50

Density functional theory data (the ωB97M-V functional and the def2-TZVPD basis) for a cluster of 2 separate species, C33H50ClN5O2PS2 in total.

LUMO level (Eh): -0.1476
HOMO (Eh): -0.4104
Total charge: +1
DFT total energy (eV): -90047.79744

Each line ends with the Mulliken charge.
Cartesian coordinates (Å):
1 Cl 0.29038 -2.23510 -1.72696  -0.27
2 S -3.28098 -3.34299 0.76945  -0.24
3 S 0.34393 1.57331 1.58744  -0.07
4 P -2.30459 0.19737 0.76002  0.32
5 O 3.61466 -0.81356 4.03814  -0.34
6 O -5.71185 -2.51998 -4.73908  -0.37
7 N 2.20924 -0.19664 -0.49788  0.95
8 N -0.70400 -0.61248 0.25392  1.06
9 N 4.78287 -0.34664 -2.78893  -0.64
10 N -3.15020 0.02673 -4.36222  -0.53
11 N -0.87306 -2.00706 0.62347  -0.92
12 C -2.00969 -2.48297 0.77951  0.37
13 C 1.16583 0.24982 -1.43381  -2.44
14 C 2.93605 1.64103 5.30998  -0.06
15 C 2.44958 -1.02400 3.25346  0.98
16 C 3.37142 -0.86685 5.42247  -0.86
17 C 4.41062 -0.28885 -1.58794  -0.47
18 C 1.21612 1.81242 -1.68666  -0.29
19 C 1.65283 1.54698 7.80438  -0.55
20 C 2.05668 -2.50955 3.23684  -1.54
21 C 1.78682 2.76353 7.13772  -0.50
22 C -2.56053 -0.73358 -2.18653  0.57
23 C -1.25828 -0.27981 -2.28805  0.63
24 C 2.15948 0.39004 7.21393  -0.59
25 C -2.38565 0.39503 2.56256  -1.10
26 C 2.50577 4.02159 -1.19476  -1.13
27 C -0.05880 2.64645 -1.55596  -1.20
28 C -6.77640 -3.45068 -4.97060  -0.47
29 C 0.40836 -0.20122 1.22874  -0.30
30 C 2.80755 0.42245 5.97179  0.58
31 C -1.89576 0.44155 -4.47123  -0.81
32 C -3.47613 -0.56221 -3.21673  -1.30
33 C 3.21300 -1.05149 -1.11899  -0.68
34 C 2.82432 -0.49631 1.87994  -1.54
35 C 1.82889 4.85994 -0.11990  -1.14
36 C -0.91404 0.31306 -3.50124  -0.86
37 C 2.42001 2.79815 5.89612  -0.71
38 C -4.52975 -2.97116 -5.40582  -0.15
39 C 1.77244 -0.71764 0.80434  -1.42
40 C -2.72300 1.77941 -0.00256  -1.20
41 C 2.43057 2.49813 -1.01542  0.28
42 C -6.30085 -4.37834 -6.08108  -0.57
43 C -0.19487 -0.49872 -1.22941  2.13
44 C -4.79311 -4.40544 -5.83928  -0.59
45 H -4.55772 -5.09698 -5.02671  0.27
46 H 3.12332 0.54813 1.93718  -0.19
47 H -1.89426 1.26760 2.98253  0.40
48 H 1.63685 -0.43061 3.68625  0.22
49 H -1.96904 -0.49381 3.03152  0.34
50 H 1.66096 -1.80296 0.71883  0.65
51 H -4.47701 -0.94873 -3.10050  0.60
52 H 1.39912 3.65615 7.60127  0.42
53 H -4.34888 -2.32165 -6.26785  0.26
54 H -3.68047 -2.88487 -4.72592  0.09
55 H 0.04397 3.51932 -2.19597  0.59
56 H 4.33016 -1.05520 5.90052  0.46
57 H 2.19129 5.88210 -0.20204  0.45
58 H -2.03293 2.58529 0.23381  0.26
59 H 3.58081 -1.78601 -0.40251  0.77
60 H 0.07729 0.66840 -3.70761  0.54
61 H 1.47414 -0.16764 -2.38193  1.91
62 H -6.51513 -3.93884 -7.05718  0.26
63 H -6.77029 -5.35939 -6.03940  0.34
64 H 2.15237 4.28417 -2.19019  0.38
65 H 3.72453 -1.04009 1.60132  0.67
66 H 3.44575 1.66559 4.35852  0.52
67 H 3.29599 2.09759 -1.53668  0.25
68 H 2.48213 -3.03631 4.07979  0.55
69 H 2.06009 4.51885 0.88652  0.21
70 H 1.62680 1.84740 1.83910  0.09
71 H 2.50681 3.74610 5.38463  0.41
72 H -0.96170 2.16979 -1.91515  -0.01
73 H -3.67626 2.05162 0.44787  0.56
74 H 1.18712 1.46549 8.77248  0.41
75 H 0.97178 -2.59339 3.24546  0.31
76 H 0.14369 -0.71863 2.13872  0.99
77 H 0.75350 4.93409 -0.24029  0.26
78 H -1.62719 0.92493 -5.39951  0.45
79 H 2.05762 -0.55255 7.73483  0.36
80 H 5.62274 0.21001 -2.92898  0.29
81 H -2.89659 -1.23940 -1.29695  0.08
82 H 2.39873 -3.00035 2.32967  0.23
83 H -3.44389 0.40574 2.80289  0.54
84 H -7.68057 -2.90135 -5.23182  0.27
85 H 3.55959 4.28954 -1.19378  0.48
86 H 2.85578 -1.63804 -1.96323  0.30
87 H 4.94335 0.30762 -0.84423  0.49
88 H 1.48943 1.92753 -2.73525  0.30
89 H -2.85169 1.74803 -1.07534  0.28
90 H -0.24250 3.03897 -0.56588  -0.09
91 H 2.53375 2.24841 0.03152  -0.24
92 H -6.96198 -4.00482 -4.04410  0.27
93 H 2.71373 -1.68432 5.72229  0.32
94 H -4.21095 -4.69619 -6.71170  0.36